Entry one
A gas-phase ion, C5H6NO2S (charge -1), computed with wB97M-V/def2-TZVPD.

Properties
Molar mass ... 144.18 g/mol
Charge ... -1
Gap between HOMO and LUMO ... 0.2851 Ha
HOMO level ... -4.13 eV
Structure (SMILES) ... C#C[C@]([O-])(/C=[NH+]/[O-])SC

Each line ends with the Löwdin charge.
CARTESIAN COORDINATES (ANGSTROEM)
1 C -0.38 3.17 -0.25  0.08
2 C -0.29 2.05 0.05  -0.17
3 C -0.10 0.63 0.32  -0.79
4 C -1.71 -1.76 0.51  -0.47
5 C 1.19 0.18 -0.81  -0.02
6 N 2.06 -0.57 -0.25  -0.20
7 O 3.05 -1.18 -0.80  -0.22
8 O -0.05 0.23 1.51  -0.18
9 S -1.68 -0.33 -0.67  0.63
10 H -0.26 4.10 -0.76  0.01
11 H -2.71 -2.09 0.81  0.00
12 H -1.18 -1.40 1.45  0.03
13 H -1.09 -2.58 0.01  0.03
14 H 1.04 0.23 -1.91  0.11
15 H 2.10 -0.69 0.78  0.16

Entry two
A gas-phase ion, C5H6NO2S (charge -1), computed with wB97M-V/def2-TZVPD.

Properties
Molar mass ... 144.18 g/mol
Charge ... -1
Gap between HOMO and LUMO (alpha / beta) ... 0.2251 / 0.2251 Ha
HOMO level (alpha / beta) ... -2.72 / -2.72 eV

Each line ends with the Löwdin charge.
CARTESIAN COORDINATES (ANGSTROEM)
1 C 3.29 0.52 0.16  -0.75
2 C 2.65 -1.73 -0.04  -0.67
3 C 0.74 -0.22 -0.12  -0.39
4 C -0.20 -0.30 -1.31  -0.13
5 C 0.02 0.19 1.14  -0.14
6 N 3.48 -0.69 0.09  0.09
7 O 3.15 -2.81 -0.17  0.07
8 O 1.36 -1.53 -0.03  0.01
9 S 3.90 2.01 0.28  0.51
10 H -1.03 -0.98 -1.01  0.05
11 H 0.26 -0.74 -2.27  0.08
12 H -0.71 0.69 -1.66  0.09
13 H -0.77 -0.41 1.50  0.03
14 H -0.49 1.20 1.08  0.08
15 H 0.62 0.47 2.04  0.07

Most favorable structure: entry two. The second most favorable one is 2.942 eV above it.

Entry one
2 unconnected molecules or ions with the total composition CH2N2O4P, computed with wB97M-V/def2-TZVPD.

Properties
Molar mass ... 137.01 g/mol
Charge ... -1
Gap between HOMO and LUMO ... 0.2903 Ha
HOMO level ... -3.81 eV

Each line ends with the Löwdin charge.
CARTESIAN COORDINATES (ANGSTROEM)
1 C 0.07 -1.42 -0.32  -0.87
2 N -1.39 1.35 -1.08  0.23
3 N -1.91 1.01 -0.19  -0.33
4 O -0.72 -1.42 -1.22  -0.04
5 O -2.53 0.71 0.74  0.09
6 O 0.41 -2.12 0.54  0.02
7 O 0.91 0.47 1.66  -0.55
8 P 1.20 0.25 0.21  0.62
9 H 2.41 -0.29 -0.04  -0.08
10 H 1.55 1.46 -0.29  -0.08

Entry two
2 unconnected molecules or ions with the total composition CH2N2O4P, computed with wB97M-V/def2-TZVPD.

Properties
Molar mass ... 137.01 g/mol
Charge ... -1
Gap between HOMO and LUMO ... 0.2936 Ha
HOMO level ... -3.87 eV

Each line ends with the Löwdin charge.
CARTESIAN COORDINATES (ANGSTROEM)
1 C 2.11 0.28 -1.00  -0.77
2 N 0.70 -2.70 -1.90  0.23
3 N 1.38 -2.84 -1.05  -0.38
4 O 2.77 -0.65 -1.30  0.00
5 O 2.11 -2.99 -0.15  0.06
6 O 1.94 1.46 -0.93  -0.02
7 O -0.10 -1.63 0.90  -0.61
8 P 0.51 -0.37 0.33  0.65
9 H 0.74 0.45 1.33  -0.11
10 H -0.69 0.47 0.11  -0.04

Most favorable structure: entry two. The second most favorable one is 0.243 eV above it.

Entry one
A molecular structure, C32H32B2N5O17, computed with wB97M-V/def2-TZVPD.

Properties
Molar mass ... 780.25 g/mol
Charge ... -1
Gap between HOMO and LUMO ... 0.3093 Ha
HOMO level ... -6.50 eV

Each line ends with the Löwdin charge.
CARTESIAN COORDINATES (ANGSTROEM)
1 N 0.17 0.93 0.11  0.21
2 H 0.58 1.91 0.33  0.10
3 H 0.63 0.70 -0.80  -0.02
4 H -0.84 0.90 -0.15  0.08
5 H 0.42 0.26 0.87  0.08
6 O 2.61 -0.38 1.39  0.13
7 C 2.64 -0.95 0.36  -0.38
8 O 3.00 -2.18 0.12  0.27
9 B 3.06 -2.34 -1.35  -0.84
10 O 2.61 -1.08 -1.94  0.27
11 C 2.28 -0.25 -0.98  -0.28
12 O 1.80 0.83 -1.11  -0.01
13 O 2.29 -3.51 -1.85  0.22
14 C 3.11 -4.32 -2.55  -0.40
15 O 2.81 -5.27 -3.14  0.19
16 C 4.53 -3.70 -2.54  -0.48
17 O 4.44 -2.58 -1.83  0.22
18 O 5.41 -4.02 -3.13  0.24
19 O 0.49 1.28 -2.59  0.13
20 C 1.45 1.15 -3.27  -0.32
21 O 2.72 1.14 -2.87  0.16
22 B 3.62 0.81 -4.01  -0.85
23 O 2.76 1.07 -5.19  0.23
24 C 1.48 1.07 -4.83  -0.39
25 O 0.52 0.91 -5.48  0.16
26 O 4.06 -0.57 -3.90  0.21
27 C 5.30 -0.72 -4.35  -0.40
28 O 5.78 -1.75 -4.54  0.22
29 C 5.89 0.70 -4.37  -0.41
30 O 4.90 1.56 -4.09  0.22
31 O 7.02 0.94 -4.56  0.18
32 C -4.38 -1.31 2.32  -0.16
33 C -5.42 -0.39 1.69  -0.14
34 C -5.16 0.83 2.61  -0.23
35 O -3.76 0.91 2.66  -0.16
36 C -3.17 -0.40 2.64  -0.19
37 H -4.21 -2.18 1.69  0.09
38 H -4.60 -1.76 3.29  0.12
39 H -6.43 -0.75 1.86  0.11
40 H -5.26 -0.14 0.65  0.09
41 H -5.65 0.58 3.56  0.12
42 H -5.65 1.68 2.15  0.10
43 H -2.74 -0.77 3.58  0.11
44 H -2.39 -0.34 1.89  0.09
45 N -2.35 1.70 -1.10  0.06
46 C -2.73 1.56 -2.37  -0.12
47 C -4.05 1.54 -2.76  -0.06
48 C -5.04 1.94 -1.86  -0.07
49 C -4.65 2.09 -0.54  -0.09
50 C -3.31 2.00 -0.25  -0.15
51 H -1.96 1.22 -3.05  0.11
52 H -4.34 1.23 -3.75  0.11
53 H -6.10 2.03 -2.07  0.11
54 H -5.32 2.41 0.24  0.09
55 H -3.04 2.10 0.80  0.11
56 N -3.00 -4.59 -0.66  0.06
57 C -2.75 -3.33 -0.94  -0.14
58 C -2.16 -2.47 -0.02  -0.08
59 C -1.84 -2.94 1.22  -0.11
60 C -2.05 -4.27 1.47  -0.07
61 C -2.66 -5.06 0.51  -0.17
62 H -3.27 -2.92 -1.80  0.11
63 H -2.17 -1.43 -0.31  0.10
64 H -1.41 -2.21 1.89  0.08
65 H -1.64 -4.76 2.35  0.10
66 H -2.92 -6.08 0.74  0.10
67 N 1.66 3.29 0.57  0.06
68 C 2.50 3.76 -0.36  -0.08
69 C 3.30 4.85 -0.12  -0.06
70 C 3.16 5.60 1.01  -0.07
71 C 2.37 5.05 2.02  -0.07
72 C 1.69 3.90 1.75  -0.15
73 H 2.43 3.24 -1.30  0.12
74 H 3.99 5.13 -0.91  0.11
75 H 3.70 6.52 1.17  0.11
76 H 2.31 5.60 2.95  0.10
77 H 1.02 3.52 2.52  0.11
78 N 0.43 -0.54 2.65  0.04
79 C 0.07 0.18 3.69  -0.16
80 C 0.62 0.00 4.95  -0.08
81 C 1.60 -0.94 5.08  -0.09
82 C 2.03 -1.69 4.02  -0.04
83 C 1.44 -1.41 2.80  -0.17
84 H -0.74 0.88 3.53  0.11
85 H 0.26 0.61 5.77  0.10
86 H 1.95 -1.27 6.06  0.11
87 H 2.71 -2.52 4.12  0.11
88 H 1.57 -2.02 1.90  0.12

Entry two
8 unconnected molecules or ions with the total composition C32H32B2N5O17, computed with wB97M-V/def2-TZVPD.

Properties
Molar mass ... 780.25 g/mol
Charge ... -1
Gap between HOMO and LUMO ... 0.3025 Ha
HOMO level ... -6.59 eV

Each line ends with the Löwdin charge.
CARTESIAN COORDINATES (ANGSTROEM)
1 N 1.01 -0.25 0.71  0.23
2 H 0.05 -0.57 0.55  0.06
3 H 1.68 -0.91 1.20  0.07
4 H 0.87 0.61 1.26  0.06
5 H 1.44 0.00 -0.24  0.07
6 O -7.10 -0.19 -3.29  0.18
7 C -6.06 -0.73 -3.43  -0.39
8 O -4.89 -0.27 -3.02  0.23
9 B -3.81 -1.17 -3.46  -0.88
10 O -4.49 -2.27 -4.15  0.23
11 C -5.80 -2.10 -4.12  -0.40
12 O -6.62 -2.82 -4.58  0.15
13 O -2.86 -0.54 -4.37  0.26
14 C -1.76 -0.28 -3.71  -0.40
15 O -0.83 0.35 -4.10  0.13
16 C -1.84 -1.05 -2.35  -0.38
17 O -3.01 -1.63 -2.29  0.25
18 O -0.94 -1.10 -1.56  0.12
19 O -1.68 -0.29 1.42  0.11
20 C -2.72 0.32 1.44  -0.36
21 O -3.27 0.95 0.43  0.23
22 B -4.57 1.53 0.87  -0.87
23 O -4.70 1.14 2.28  0.24
24 C -3.62 0.50 2.68  -0.40
25 O -3.43 0.11 3.79  0.15
26 O -5.73 1.12 0.07  0.24
27 C -6.13 2.16 -0.65  -0.40
28 O -6.97 2.15 -1.48  0.18
29 C -5.38 3.41 -0.15  -0.41
30 O -4.55 3.02 0.80  0.20
31 O -5.50 4.50 -0.59  0.14
32 C 0.82 -5.00 -0.89  -0.17
33 C -0.64 -4.95 -0.45  -0.15
34 C -0.54 -4.22 0.92  -0.17
35 O 0.61 -3.41 0.77  -0.18
36 C 1.32 -3.64 -0.42  -0.22
37 H 0.88 -5.21 -1.96  0.11
38 H 1.32 -5.84 -0.40  0.11
39 H -1.13 -5.92 -0.45  0.11
40 H -1.19 -4.26 -1.09  0.11
41 H -0.39 -5.01 1.67  0.11
42 H -1.43 -3.63 1.09  0.12
43 H 2.40 -3.63 -0.28  0.11
44 H 1.12 -2.87 -1.18  0.11
45 N 2.93 -1.77 2.24  0.04
46 C 4.23 -1.49 2.31  -0.15
47 C 5.08 -2.12 3.20  -0.07
48 C 4.55 -2.95 4.18  -0.07
49 C 3.21 -3.24 4.09  -0.06
50 C 2.43 -2.64 3.11  -0.11
51 H 4.61 -0.87 1.51  0.11
52 H 6.13 -1.89 3.11  0.10
53 H 5.25 -3.41 4.87  0.11
54 H 2.69 -3.89 4.79  0.11
55 H 1.37 -2.85 3.02  0.11
56 N -0.25 2.34 0.22  0.05
57 C -0.80 3.33 0.95  -0.16
58 C -1.74 4.21 0.47  -0.06
59 C -2.08 4.10 -0.88  -0.07
60 C -1.50 3.11 -1.66  -0.04
61 C -0.61 2.23 -1.05  -0.13
62 H -0.55 3.26 2.01  0.11
63 H -2.28 4.87 1.13  0.11
64 H -2.85 4.74 -1.28  0.11
65 H -1.81 3.05 -2.69  0.11
66 H -0.14 1.42 -1.58  0.08
67 N 2.46 1.92 2.29  0.07
68 C 2.72 3.13 1.82  -0.15
69 C 3.57 4.04 2.45  -0.06
70 C 4.25 3.63 3.58  -0.08
71 C 3.94 2.39 4.10  -0.08
72 C 3.07 1.55 3.43  -0.15
73 H 2.19 3.45 0.93  0.10
74 H 3.70 5.04 2.06  0.10
75 H 4.98 4.27 4.06  0.10
76 H 4.37 1.96 5.00  0.10
77 H 2.72 0.61 3.82  0.10
78 N 2.43 0.31 -1.70  0.04
79 C 1.94 0.13 -2.91  -0.14
80 C 2.42 0.73 -4.06  -0.04
81 C 3.60 1.45 -3.96  -0.07
82 C 4.17 1.61 -2.72  -0.08
83 C 3.57 1.01 -1.62  -0.14
84 H 1.00 -0.41 -2.96  0.08
85 H 1.88 0.60 -4.99  0.11
86 H 4.05 1.85 -4.85  0.11
87 H 5.12 2.10 -2.54  0.10
88 H 4.02 1.01 -0.63  0.10

Most favorable structure: entry two. The second most favorable one is 7.644 eV above it.